(1)
Computed, not measured: C15H17N4O3S2W as an isolated structure, with the ωB97M-V functional and the def2-TZVPD basis.

XYZ file:
```
42
Properties=species:S:1:pos:R:3:forces:R:3
W 0.51533 -1.16803 -0.10307 0.4 -0.7 -0.1
C -0.74396 -4.17732 2.94964 0.1 0.1 -0.1
C -0.59884 -3.20302 1.84341 0.0 0.0 0.0
N 0.44872 -2.48051 1.59060 0.0 0.1 -0.1
N 1.65342 -2.68569 2.25433 -0.1 0.0 -0.1
C 2.75924 -2.61515 1.49965 0.1 0.0 0.0
N 3.94200 -2.82880 2.00462 0.0 0.0 0.0
S 2.61141 -2.23667 -0.21622 -0.2 0.1 0.1
C -1.66875 -3.00227 0.84270 0.0 -0.1 0.1
C -2.88536 -3.63170 0.90451 0.0 0.1 -0.1
C -3.78937 -3.46557 -0.15606 0.0 0.0 0.1
C -3.42985 -2.68986 -1.23613 0.0 0.0 0.0
C -2.18854 -2.06794 -1.23560 0.1 0.1 0.0
N -1.32272 -2.21390 -0.22180 0.0 -0.1 0.0
H 0.17464 -4.33293 3.50679 0.0 0.0 0.0
H -1.07217 -5.13927 2.55191 0.0 0.0 0.0
H -1.51632 -3.81968 3.63790 0.0 0.0 0.0
H 1.66214 -2.76419 3.26473 0.0 0.0 0.0
H 4.09227 -3.10660 2.96838 0.0 0.0 0.0
H 4.77174 -2.73410 1.43027 0.0 0.0 0.0
H -3.15284 -4.25341 1.74746 0.0 0.0 0.0
H -4.75433 -3.95538 -0.12003 0.0 0.0 0.0
H -4.08820 -2.54477 -2.08170 0.0 0.0 0.0
H -1.88431 -1.43048 -2.05589 0.0 0.0 0.0
C 1.04029 6.89116 -2.05004 0.0 -0.1 0.0
C 0.81108 5.45532 -1.72445 0.0 0.0 0.0
C 1.71885 4.47222 -2.15726 0.0 0.0 0.0
C 1.50837 3.14522 -1.88785 0.0 0.0 0.0
C 0.34617 2.79392 -1.16736 0.1 0.2 -0.1
C -0.58297 3.75351 -0.71741 -0.1 -0.1 0.1
C -0.33425 5.07005 -1.00402 0.0 0.0 0.0
S 0.08732 1.19330 -0.82893 -0.1 -0.1 0.2
O 0.83504 0.61157 0.51159 0.0 0.3 0.0
O -1.25448 0.72444 -0.54159 -0.2 0.4 -0.1
O 0.74833 0.21436 -1.76397 -0.1 -0.1 0.2
H 2.08544 7.09294 -2.27230 0.0 0.0 0.0
H 0.70824 7.53704 -1.23870 0.0 0.0 0.0
H 0.45163 7.14918 -2.93579 0.0 0.0 0.0
H 2.59625 4.76905 -2.71611 0.0 0.0 0.0
H 2.20179 2.38884 -2.23032 0.0 0.0 0.0
H -1.46938 3.45776 -0.17158 0.0 0.0 0.0
H -1.03306 5.82737 -0.67430 0.0 0.0 0.0
```
Positions in Å, forces in eV/Å.

The HOMO energy (alpha / beta) is -17.70 / -17.72 eV. The expectation value of S² is 2.01. The LUMO energy (alpha / beta) is -11.49 / -11.60 eV. The spin multiplicity is 3. The HOMO-LUMO gap (alpha / beta) is 6.20 / 6.13 eV. The value obtained for the maximum force is 0.0168 hartree/bohr. The total charge is +3. The electronic energy comes out at -51402.082 eV.

(2)
Computed, not measured: C15H17N5O2 in the gas phase, with the ωB97M-V functional and the def2-TZVPD basis.

XYZ file:
```
39
Properties=species:S:1:pos:R:3:forces:R:3
C 4.40674 1.73697 0.14118 0.0 0.2 0.0
H 3.80801 2.14961 0.96045 0.0 0.0 0.0
H 5.46052 1.77676 0.41207 -0.1 0.0 0.0
H 4.24316 2.33350 -0.76265 0.0 0.0 0.0
O 4.12313 0.37800 -0.07622 -0.2 -0.4 -0.1
C 2.85791 0.03399 -0.44473 0.1 -0.1 0.0
C 1.80517 0.91541 -0.61206 0.3 0.0 0.1
C 0.55035 0.45400 -0.98835 -0.1 -0.2 -0.1
C 0.32685 -0.89281 -1.20422 -0.1 0.2 -0.2
C 1.38364 -1.78610 -1.03544 0.2 0.0 0.0
C 2.64129 -1.34577 -0.66571 0.2 0.0 0.1
O 3.72939 -2.14401 -0.48316 -0.1 0.5 0.0
C 3.58989 -3.52462 -0.70132 0.0 -0.2 0.0
H 4.57324 -3.95201 -0.51204 -0.1 0.0 0.0
H 3.29376 -3.74322 -1.73291 0.0 0.0 0.0
H 2.86432 -3.97209 -0.01315 0.0 0.0 0.0
H 1.20276 -2.83601 -1.20553 0.0 -0.1 0.0
C -1.04963 -1.40045 -1.52767 0.0 0.0 0.3
H -1.62340 -0.62550 -2.03759 0.0 0.0 -0.1
H -0.99737 -2.27777 -2.17305 0.0 0.0 -0.1
C -1.79300 -1.78214 -0.23285 -0.1 -0.2 -0.3
N -1.81564 -0.68761 0.70474 0.2 0.0 0.3
C -2.76039 0.27133 0.67034 -0.3 0.3 0.2
N -3.88040 0.06180 -0.02322 0.6 -0.6 -0.1
C -4.83068 0.98595 -0.00640 -0.3 0.4 0.0
N -4.83868 2.14707 0.61245 -0.3 0.4 0.1
C -3.71741 2.37181 1.30284 0.5 -0.8 -0.2
N -3.37992 3.45577 2.03035 -0.2 -0.2 -0.2
N -2.15538 3.32719 2.57072 0.5 0.3 0.4
C -1.68659 2.16133 2.20252 -0.1 0.1 0.0
C -2.62174 1.48032 1.38890 -0.8 0.5 -0.2
H -0.71230 1.84534 2.51993 0.2 0.0 0.1
H -3.92379 4.28694 2.19225 0.1 -0.1 0.0
H -5.71363 0.75179 -0.58697 -0.1 0.0 0.0
H -0.92423 -0.42390 1.09854 -0.1 0.0 0.0
H -1.29768 -2.63011 0.24706 -0.1 0.0 -0.1
H -2.82877 -2.03686 -0.45947 0.1 -0.1 0.1
H -0.25416 1.16352 -1.11657 -0.1 0.1 0.0
H 1.94469 1.97261 -0.45304 0.1 0.1 0.0
```
Positions in Å, forces in eV/Å.

The HOMO energy is -8.18 eV. The LUMO energy is 0.69 eV. As for the structure (SMILES): COc1ccc(CCNc2ncnc3[nH]ncc23)cc1OC. The HOMO-LUMO gap is 8.88 eV. The value obtained for the maximum force is 0.0200 hartree/bohr. The electronic energy comes out at -27376.032 eV.

(3)
Computed, not measured: C15H17N5Ti as an isolated structure, with the ωB97M-V functional and the def2-TZVPD basis.

XYZ file:
```
38
Properties=species:S:1:pos:R:3:forces:R:3
C -3.36449 0.08451 0.94428 -0.7 -0.1 0.1
C -3.83591 1.32027 0.15994 -0.6 0.7 -0.2
H -3.06428 -0.77200 0.31721 0.0 0.1 0.0
H -4.27643 -0.24868 1.46258 0.5 -0.3 0.0
H -2.61946 0.26168 1.74113 -0.5 0.1 -0.6
H -3.47338 1.49231 -0.86131 0.0 -0.4 0.7
H -4.92242 1.26745 0.02589 0.1 0.1 0.3
H -3.62099 2.23339 0.73479 -0.1 -0.2 -0.1
C 0.10694 -2.65691 0.42136 0.7 -0.5 -0.7
C 0.89777 -3.76146 0.10999 -1.3 0.2 0.6
C 2.03028 -3.59671 -0.69040 0.6 1.1 -0.3
C 2.36663 -2.30698 -1.08023 0.1 -0.5 -0.3
H -0.73056 -2.71474 1.12678 0.2 -0.1 -0.5
H 0.62677 -4.76346 0.45135 0.0 0.5 0.2
H 2.67764 -4.43738 -0.92910 -0.2 0.2 0.0
H 3.28790 -2.09355 -1.60470 0.0 -0.3 0.0
N 0.35227 -1.42276 -0.12955 0.3 -0.3 0.8
C 1.52148 -1.22181 -0.82640 0.1 0.4 0.1
C 1.83257 0.16129 -1.15819 -0.1 -0.2 0.1
N 1.00358 1.11833 -0.61009 0.2 0.1 -0.6
C 1.14637 2.43145 -0.97366 0.7 -0.5 0.1
C 3.17711 1.90216 -2.14801 0.3 -1.2 0.0
C 2.30794 2.85316 -1.60058 -0.9 0.7 0.3
H 0.27978 3.09173 -0.77915 0.9 -0.3 0.3
H 2.51327 3.92482 -1.68837 -0.2 -0.5 -0.2
C 2.86982 0.54401 -2.01933 0.5 0.8 0.2
H 3.43557 -0.23495 -2.53050 0.0 0.4 0.1
H 4.07563 2.22130 -2.68172 -0.4 -0.1 0.1
Ti -0.70293 0.29785 0.11280 0.2 -0.3 0.2
C -1.40409 0.81207 -1.74215 -0.1 0.7 0.6
H -1.16891 1.22345 -2.72697 0.2 -0.3 0.3
H -1.62620 1.71205 -1.04128 -0.4 -0.7 -1.2
H -2.20425 0.05987 -1.77630 -0.5 0.6 -0.1
N -0.63554 0.58819 2.18192 0.4 -0.2 1.0
C -0.22543 0.49442 3.29759 0.3 0.7 -0.5
N 0.34183 0.66512 4.40291 -0.2 -0.2 0.1
C 0.42856 -0.00296 5.53788 0.1 -0.7 0.8
N 0.59558 -0.52651 6.56958 -0.3 0.7 -1.3
```
Positions in Å, forces in eV/Å.

The HOMO energy (alpha / beta) is -5.85 / -8.60 eV. The expectation value of S² is 2.02. The LUMO energy (alpha / beta) is -0.24 / -0.63 eV. The spin multiplicity is 3. The HOMO-LUMO gap (alpha / beta) is 5.61 / 7.97 eV. The value obtained for the maximum force is 0.0295 hartree/bohr. The electronic energy comes out at -46393.967 eV.

(4)
Computed, not measured: a 3-piece molecular cluster, C15H17NO5 overall, with the ωB97M-V functional and the def2-TZVPD basis.

XYZ file:
```
38
Properties=species:S:1:pos:R:3:forces:R:3
O 7.79577 0.57305 -0.05337 0.2 -0.2 -0.1
C 6.66984 0.84311 -0.29407 -0.2 0.1 -0.2
C 5.40310 0.14845 0.04203 -0.3 0.0 -0.2
C 4.39120 0.97118 -0.23155 0.1 -0.2 0.0
C 2.94640 0.74144 -0.11175 -0.3 -0.1 0.0
C 2.12247 1.62689 0.57817 0.1 0.1 0.0
C 0.76138 1.36960 0.64995 0.0 -0.2 -0.2
N 0.18251 0.31210 0.07263 0.4 0.1 0.0
C 0.97846 -0.53864 -0.57251 0.1 -0.1 -0.2
C 2.35275 -0.37424 -0.70280 0.0 0.2 0.3
C 4.98746 2.24875 -0.75318 -0.2 -0.2 0.0
O 4.45594 3.29322 -0.93358 0.0 0.1 -0.2
O 6.32283 2.01970 -0.97211 0.2 0.2 0.5
H 5.34434 -0.85978 0.42056 0.1 0.0 0.1
H 2.53434 2.50471 1.05807 0.0 0.0 0.0
H 0.10612 2.04684 1.18292 0.0 0.0 0.1
H 0.49617 -1.39415 -1.03267 -0.1 0.0 0.1
H 2.94500 -1.09613 -1.24968 0.0 0.0 0.0
C -2.54270 -0.63855 -2.22375 0.1 0.0 0.1
C -2.44954 -2.11659 -1.93214 0.0 0.1 0.0
O -1.59626 -2.56574 -1.20216 0.0 -0.1 0.0
C -3.47542 -3.00639 -2.59132 0.1 -0.1 0.1
H -1.76210 -0.10557 -1.68430 0.0 0.0 0.0
H -2.43936 -0.46197 -3.29608 -0.1 0.0 0.0
H -3.51896 -0.26044 -1.91427 0.0 0.0 -0.1
H -3.40773 -2.91383 -3.67658 0.0 0.0 0.0
H -4.48026 -2.70504 -2.29040 0.0 0.0 -0.1
H -3.30458 -4.04072 -2.30328 0.0 0.0 0.0
C -3.78700 0.84031 3.67214 0.1 0.0 0.1
C -2.59265 0.58442 2.78188 0.0 0.0 0.0
O -1.47322 0.87733 3.13402 0.0 0.0 0.0
C -2.87050 -0.04303 1.43789 0.2 0.0 0.0
H -3.46126 1.29475 4.60466 0.0 0.0 0.0
H -4.49177 1.50484 3.16922 0.0 0.0 0.0
H -4.30238 -0.09800 3.88431 0.0 0.0 0.0
H -3.53694 0.60812 0.86678 -0.1 -0.1 0.0
H -3.36492 -1.00752 1.57366 -0.1 0.0 0.0
H -1.93851 -0.18244 0.89268 0.0 0.0 0.0
```
Positions in Å, forces in eV/Å.

The HOMO energy is -9.52 eV. The LUMO energy is -1.02 eV. As for the structure (SMILES): O=C1C=C(c2ccncc2)C(=O)O1.CC(C)=O.CC(C)=O. The HOMO-LUMO gap is 8.51 eV. The value obtained for the maximum force is 0.0119 hartree/bohr. The electronic energy comes out at -27558.130 eV.

(5)
Computed, not measured: a 2-piece molecular cluster, C15H18 overall, with the ωB97M-V functional and the def2-TZVPD basis.

XYZ file:
```
33
Properties=species:S:1:pos:R:3:forces:R:3
C -3.25454 -0.30651 -0.93773 0.2 0.0 0.0
C -4.48906 -0.16552 -1.82412 0.0 -0.4 0.0
C -2.76767 0.98722 -0.31672 -0.5 -0.1 -0.3
C -2.04469 0.99054 0.86535 0.0 0.3 0.0
C -3.05570 2.20598 -0.92672 0.4 0.3 0.4
C -1.66132 2.18459 1.45738 0.3 -0.3 -0.6
C -2.71026 3.40410 -0.30992 -0.6 0.2 0.2
C -2.02115 3.39840 0.88471 0.8 -0.6 0.4
H -3.46728 -1.06685 -0.18409 0.1 0.3 0.3
H -2.41891 -0.72015 -1.51304 -0.1 -0.1 -0.2
H -5.26572 0.45981 -1.39703 0.1 0.4 0.2
H -1.71012 0.05812 1.28201 -0.1 -0.3 0.2
H -3.44868 2.24831 -1.92429 -0.6 -0.1 -0.1
H -0.97521 2.14234 2.28523 -0.1 0.1 0.4
H -3.09398 4.34973 -0.67287 0.4 0.0 -0.5
H -1.56960 4.26903 1.32736 -0.5 0.5 0.0
H -4.97264 -1.13780 -1.93206 0.2 -0.1 -0.4
H -4.21294 0.23525 -2.79493 -0.2 0.0 -0.2
C 2.63142 -3.48960 -0.11770 -1.3 0.8 0.2
C 3.88244 -0.56229 1.95924 -0.6 -0.2 0.8
C 4.47657 0.21955 0.99289 0.8 0.0 -0.6
C 3.21598 -1.72800 1.60546 -0.1 -0.1 -1.0
C 3.15894 -2.12543 0.27447 0.7 -0.8 0.0
C 4.41873 -0.18194 -0.33281 0.1 -0.6 -0.8
C 3.79693 -1.36669 -0.70714 -1.0 0.9 1.2
H 3.87501 -0.30001 3.01079 0.3 0.2 -0.1
H 5.11415 1.07170 1.19229 -0.4 0.1 0.4
H 2.70773 -2.39841 2.27728 0.1 0.2 0.7
H 4.91042 0.35199 -1.13831 0.0 0.4 0.3
H 3.44907 -4.12080 -0.44424 -0.1 -0.2 -0.3
H 1.84743 -3.32798 -0.86763 0.5 -0.3 -0.5
H 3.60253 -1.58531 -1.73331 0.4 -0.3 -0.6
H 2.05212 -3.99339 0.66018 0.5 0.1 0.4
```
Positions in Å, forces in eV/Å.

The HOMO energy is -8.94 eV. The LUMO energy is 0.77 eV. As for the structure (SMILES): CCc1ccccc1.Cc1ccccc1. The HOMO-LUMO gap is 9.72 eV. The value obtained for the maximum force is 0.0346 hartree/bohr. The electronic energy comes out at -15846.591 eV.

(6)
Computed, not measured: C15H18Cl2HfN2O2 as an isolated structure, with the ωB97M-V functional and the def2-TZVPD basis.

XYZ file:
```
40
Properties=species:S:1:pos:R:3:forces:R:3
C -0.62019 0.74020 2.49062 0.6 3.2 -0.7
C -0.55255 -0.69101 2.54071 0.6 -3.3 0.0
H 0.30493 1.20714 2.85087 -0.3 0.0 -0.4
H -1.38331 1.06423 3.16868 -0.5 0.3 0.4
H -0.91476 1.20603 1.54469 0.0 0.2 -0.2
H -0.21848 -1.38838 1.72051 -0.2 0.9 -0.5
H 0.29371 -0.87003 3.21075 -0.7 -0.8 0.6
H -1.53386 -1.09290 2.80636 0.5 -0.4 0.4
C 0.71799 2.73779 -1.75564 0.1 -1.6 -1.2
C 0.95054 3.51140 -2.86099 0.0 0.6 0.1
C 1.04788 2.93795 -4.10636 -0.1 -0.9 -0.2
C 0.93461 1.55136 -4.22595 -0.1 -1.4 -0.4
H 0.62657 3.10256 -0.76140 0.0 0.4 0.6
H 1.04556 4.56550 -2.74275 0.0 0.6 0.1
H 1.20903 3.52563 -4.99907 0.0 0.1 0.0
H 1.00533 1.04546 -5.18786 0.1 0.5 0.0
N 0.61207 1.39336 -1.90590 0.7 1.5 -2.4
C 0.72865 0.72635 -3.12402 0.2 2.1 0.2
C 0.61842 -0.76845 -3.16164 0.2 -2.6 0.6
N 0.51423 -1.46610 -1.96046 -0.4 0.5 -1.1
C 0.21820 -2.76894 -1.80963 0.8 1.0 -0.4
C 0.46609 -2.97072 -4.15680 0.1 0.1 0.0
C 0.23960 -3.55490 -2.92435 -0.2 -0.1 -0.1
H 0.03142 -3.09649 -0.78891 0.1 -0.2 -0.2
H 0.08275 -4.59397 -2.81230 -0.2 -0.9 -0.1
C 0.64000 -1.60336 -4.28030 0.0 1.9 0.1
H 0.79350 -1.10543 -5.22446 -0.1 -0.4 -0.4
H 0.50484 -3.57489 -5.04456 0.0 -0.2 -0.2
Hf 0.30276 -0.01672 -0.56280 -1.1 -0.9 4.8
C -1.86834 0.04728 -0.63554 -0.9 0.0 0.2
H -2.23632 -0.96644 -0.91444 0.1 0.4 0.2
H -2.10836 0.68860 -1.51534 0.0 -0.2 0.4
H -2.47829 0.39544 0.21436 0.1 -0.2 -0.5
Cl 2.96729 2.70211 1.39521 0.3 0.2 0.2
C 3.56353 1.11951 1.93281 -0.7 -0.5 -0.5
Cl 2.80574 0.57678 3.43215 0.4 0.2 0.4
C 3.11833 0.08445 0.90629 1.5 -0.4 -0.1
O 3.86702 -0.73005 0.42191 -1.2 0.8 0.3
O 1.81390 0.20000 0.64276 -0.2 -0.5 -0.2
H 4.63908 1.11661 2.00582 0.2 0.2 0.2
```
Positions in Å, forces in eV/Å.

The HOMO energy is -16.03 eV. The LUMO energy is -8.72 eV. The HOMO-LUMO gap is 7.31 eV. The value obtained for the maximum force is 0.0980 hartree/bohr. The total charge is +2. The electronic energy comes out at -49258.207 eV.